Record 1
C33H67Br2Cl2N6O9PS | ωB97M-V/def2-TZVPD

Energy   -247916.059 eV
Max |F|   9.35 eV Å⁻¹

```
! RIJCOSX wB97M-V def2-TZVPD def2/J DEFGRID3
* xyz 0 1
C -1.70 6.62 6.53
C -0.61 5.81 5.63
C -1.30 4.60 4.80
C -0.48 4.41 3.47
N -0.72 3.42 2.45
C -0.74 1.99 2.49
P -2.35 1.50 3.50
N -3.51 2.83 3.56
O -1.97 1.22 5.17
C 0.49 1.20 3.25
C 1.03 1.81 4.62
Br 1.33 0.21 5.85
C 2.42 2.60 4.67
C 2.32 3.78 5.80
Br 3.89 1.41 5.39
S 1.80 0.47 2.18
O 2.14 -0.88 2.82
O 3.17 1.09 2.21
O 1.32 0.36 0.63
C 0.40 1.34 0.10
N 0.16 0.74 -1.28
C 0.85 -0.36 -1.52
C 2.33 -0.41 -2.17
C 0.25 -1.86 -1.39
C 0.98 2.76 -0.34
Cl 1.64 2.86 -2.09
C 2.14 3.44 0.55
C 3.61 3.15 -0.05
Cl 1.98 5.30 0.39
C -1.02 1.36 0.97
C -2.03 2.32 0.12
C -3.57 2.34 0.51
C -4.45 2.23 -0.85
O -4.57 3.57 -1.40
C -5.44 3.50 -2.52
C -6.97 3.99 -2.44
O -4.98 3.01 -3.58
N -1.58 0.04 0.89
C -2.44 -0.45 -0.19
C -1.46 -1.07 1.76
C -2.87 -1.64 2.39
O -0.51 -1.82 2.08
H -1.30 6.67 7.60
H -2.72 6.08 6.48
H -1.77 7.68 6.13
H 0.17 5.42 6.37
H -0.18 6.53 4.86
H -2.35 4.98 4.55
H -1.40 3.73 5.51
H 0.65 4.41 3.76
H -0.57 5.45 2.96
H -0.32 3.85 1.60
H -3.72 3.10 4.53
H -3.26 3.63 2.97
H -2.70 1.54 5.73
H -0.08 0.25 3.64
H 0.28 2.42 5.23
H 2.74 3.11 3.71
H 1.54 3.51 6.60
H 2.08 4.77 5.27
H 3.35 3.88 6.26
H 3.00 0.42 -1.77
H 2.79 -1.45 -2.12
H 2.17 -0.17 -3.29
H 0.82 -2.61 -2.04
H -0.80 -1.79 -1.84
H 0.28 -2.26 -0.33
H 0.22 3.62 -0.42
H 2.06 3.27 1.67
H 3.74 2.05 -0.38
H 3.94 3.90 -0.83
H 4.32 3.28 0.85
H -1.98 2.09 -1.01
H -1.76 3.43 0.16
H -3.93 1.46 1.16
H -3.90 3.35 0.96
H -4.05 1.45 -1.58
H -5.51 1.92 -0.48
H -7.22 4.47 -3.44
H -7.06 4.73 -1.56
H -7.64 3.08 -2.24
H -2.27 -1.58 -0.30
H -3.57 -0.36 0.03
H -2.29 -0.03 -1.23
H -2.71 -1.84 3.49
H -3.20 -2.57 1.81
H -3.65 -0.80 2.30
C 2.90 -3.73 -5.02
C 1.45 -3.39 -5.33
C 1.00 -3.83 -6.73
O 1.45 -2.99 -7.79
C 2.77 -3.27 -8.23
N 1.25 -1.95 -5.12
H 3.61 -3.07 -5.53
H 3.10 -3.64 -3.95
H 3.13 -4.76 -5.31
H 0.83 -3.92 -4.60
H -0.10 -3.77 -6.77
H 1.25 -4.88 -6.93
H 3.01 -4.34 -8.18
H 3.50 -2.69 -7.64
H 2.86 -2.94 -9.26
H 0.26 -1.73 -5.23
H 1.69 -1.46 -5.91
C 2.52 -6.29 -1.55
C 1.66 -6.70 -2.74
C 0.93 -8.05 -2.53
O 1.77 -9.19 -2.69
C 2.52 -9.53 -1.54
N 2.50 -6.72 -3.94
H 3.45 -6.86 -1.48
H 2.80 -5.23 -1.63
H 1.97 -6.41 -0.61
H 0.89 -5.93 -2.86
H 0.17 -8.13 -3.31
H 0.41 -8.08 -1.57
H 1.98 -9.32 -0.61
H 3.48 -9.00 -1.55
H 2.73 -10.60 -1.58
H 1.90 -6.90 -4.75
H 3.09 -7.55 -3.89
*
```

=====

Record 2
C17H30FNO3P | ωB97M-V/def2-TZVPD

Energy   -37746.731 eV
Max |F|   2.06 eV Å⁻¹

```
! RIJCOSX wB97M-V def2-TZVPD def2/J DEFGRID3
* xyz 1 1
C -4.92 0.75 -1.45
C -4.81 0.35 -0.31
C -4.53 -0.34 0.97
C -3.03 -0.25 1.35
C -2.15 -0.64 0.17
C -0.64 -0.69 0.55
C 0.16 -1.87 -0.06
C 0.61 -1.50 -1.51
P -0.79 -1.95 -2.67
C -0.37 -3.64 -3.30
O -0.56 -0.97 -4.02
N 0.76 -0.02 -1.39
C 2.08 0.56 -1.75
C 2.04 2.09 -1.83
C 1.40 2.62 -3.12
F 3.35 2.52 -1.78
C 0.09 0.50 -0.14
H -5.36 1.01 -2.38
H -4.81 -1.39 0.85
H -5.16 0.14 1.72
H -2.83 0.75 1.73
H -2.90 -0.95 2.18
H -2.46 -1.64 -0.14
H -2.27 0.06 -0.65
H -0.44 -0.68 1.62
H -0.33 -2.83 0.02
H 1.10 -1.97 0.48
H 1.54 -2.05 -1.64
H 0.01 -3.57 -4.32
H -1.32 -4.16 -3.37
H 0.31 -4.20 -2.65
H 0.35 -1.06 -4.34
H 0.14 0.33 -2.14
H 2.87 0.24 -1.07
H 2.35 0.20 -2.74
H 1.54 2.55 -0.98
H 2.01 3.43 -3.52
H 1.25 1.85 -3.88
H 0.42 3.05 -2.89
H -0.55 1.32 -0.48
H 0.80 0.98 0.53
O 0.90 -1.27 3.21
C 1.53 -0.31 3.55
O 2.81 -0.11 3.18
C 3.35 1.06 3.83
C 2.13 1.89 4.20
C 1.08 0.82 4.46
H 3.91 0.74 4.70
H 4.02 1.57 3.15
H 2.31 2.56 5.04
H 1.83 2.51 3.35
H 1.10 0.46 5.49
H 0.07 1.14 4.20
*
```

=====

Record 3
C34H54N4P2PdSi2 | ωB97M-V/def2-TZVPD

Energy   -79899.451 eV
Energy above the lowest of the compared OMol25 structures with the same formula, charge and spin   83.1 kcal per mole
Max |F|   5.96 eV Å⁻¹

```
! RIJCOSX wB97M-V def2-TZVPD def2/J DEFGRID3
* xyz 0 3
Pd -2.54 2.34 1.08
C -2.42 -0.48 -4.52
C -3.17 0.45 -3.90
C -4.07 0.35 -2.70
C -3.48 -0.32 -1.48
C -3.44 -1.84 -1.51
C -4.04 -2.61 -2.44
C -3.93 -2.43 -3.93
C -2.51 -1.96 -4.36
C -2.20 0.86 2.65
H -1.66 -0.13 -5.23
H -3.27 1.42 -4.41
H -5.06 -0.07 -2.93
H -4.24 1.40 -2.42
H -2.49 0.12 -1.31
H -4.06 0.00 -0.59
H -2.91 -2.30 -0.66
H -4.61 -3.50 -2.13
H -4.70 -1.72 -4.26
H -4.15 -3.40 -4.41
H -1.78 -2.28 -3.60
H -2.21 -2.47 -5.29
H -1.14 0.97 2.89
H -2.41 -0.19 2.37
H -2.79 1.19 3.52
P -4.72 1.41 1.96
P -3.57 4.05 -0.37
N -5.81 -0.10 1.51
N -5.94 1.98 3.16
N -4.85 3.69 -1.80
N -4.10 5.91 -0.55
C -5.34 2.37 0.61
C -4.89 3.81 0.89
C -5.56 -1.35 2.07
C -6.65 -2.19 1.80
C -7.60 -1.42 1.08
C -7.07 -0.14 0.93
C -5.81 1.78 4.54
C -7.04 2.03 5.13
C -7.96 2.36 4.09
C -7.28 2.31 2.89
C -4.56 3.42 -3.14
C -5.76 3.24 -3.86
C -6.81 3.40 -2.93
C -6.25 3.74 -1.71
C -4.86 6.47 -1.58
C -5.54 7.59 -1.12
C -5.13 7.79 0.23
C -4.26 6.76 0.55
H -6.41 2.28 0.43
H -4.86 1.91 -0.28
H -5.71 4.55 0.84
H -4.37 3.99 1.86
H -4.64 -1.53 2.60
H -6.74 -3.22 2.10
H -8.57 -1.74 0.69
H -7.50 0.72 0.43
H -4.84 1.54 4.96
H -7.26 1.98 6.19
H -9.02 2.60 4.18
H -7.63 2.54 1.89
H -3.53 3.34 -3.47
H -5.85 3.03 -4.92
H -7.88 3.28 -3.09
H -6.76 3.97 -0.80
H -4.91 6.01 -2.57
H -6.27 8.17 -1.69
H -5.46 8.58 0.90
H -3.74 6.55 1.48
C 0.60 -0.73 1.45
Si 0.46 0.46 -0.03
C 2.23 0.76 -0.67
C -0.30 -0.57 -1.43
C -0.44 2.13 0.36
Si 0.74 3.10 1.55
C 2.16 3.96 0.65
C -0.15 4.40 2.59
C 1.69 2.03 2.79
H 0.87 -1.74 1.07
H -0.36 -0.81 1.98
H 1.37 -0.45 2.18
H 2.49 -0.13 -1.28
H 2.27 1.64 -1.33
H 2.99 0.87 0.11
H -1.01 -1.31 -1.02
H -0.83 0.06 -2.17
H 0.48 -1.12 -1.98
H -0.48 2.68 -0.61
H 1.83 4.52 -0.23
H 2.61 4.69 1.34
H 2.98 3.30 0.33
H -1.21 4.17 2.78
H 0.35 4.48 3.56
H -0.10 5.38 2.10
H 1.09 1.32 3.37
H 2.51 1.45 2.34
H 2.14 2.72 3.51
*
```

=====

Record 4
C18H19MnN9SSi | ωB97M-V/def2-TZVPD

Energy   -82415.049 eV
Energy above the lowest of the compared OMol25 structures with the same formula, charge and spin   5.7 kcal per mole
Max |F|   0.49 eV Å⁻¹

```
! RIJCOSX wB97M-V def2-TZVPD def2/J DEFGRID3
* xyz 0 2
Mn 0.03 -0.30 -0.03
C 0.57 4.91 0.28
C 1.55 3.82 0.05
N 2.83 3.93 -0.03
N 3.28 2.66 -0.26
C 2.31 1.74 -0.32
S 2.37 0.08 -0.57
N 1.19 2.49 -0.13
N -0.07 1.89 -0.13
H 1.10 5.85 0.33
H 0.03 4.76 1.22
H -0.17 4.95 -0.52
H 4.27 2.48 -0.36
H -0.56 2.10 -1.00
H -0.62 2.23 0.65
N -0.53 -0.20 7.35
C -0.44 -0.18 6.21
C -0.32 -0.16 4.77
C -1.43 -0.38 3.97
C -1.27 -0.34 2.60
N -0.09 -0.08 2.02
C 0.98 0.11 2.80
C 0.91 0.09 4.18
H -2.40 -0.58 4.40
H -2.10 -0.52 1.93
H 1.92 0.27 2.28
H 1.80 0.25 4.77
N -1.85 0.01 -0.62
C -2.99 0.23 -0.54
C -4.26 0.74 -0.40
C -4.27 2.09 0.03
N -4.16 3.19 0.38
C -5.43 -0.01 -0.66
N -6.38 -0.63 -0.87
C 0.63 -5.90 -1.67
Si 0.11 -5.29 0.02
C -1.59 -5.94 0.45
C 1.35 -5.86 1.31
C 0.08 -3.46 0.01
C 0.06 -2.24 -0.01
H 0.65 -7.00 -1.70
H 1.63 -5.54 -1.93
H -0.06 -5.56 -2.43
H -1.61 -7.03 0.45
H -2.33 -5.59 -0.28
H -1.90 -5.59 1.43
H 1.40 -6.96 1.35
H 1.07 -5.50 2.30
H 2.35 -5.49 1.09
*
```

=====

Record 5
C6H30O9 | ωB97M-V/def2-TZVPD

Energy   -25135.689 eV
Energy above the lowest of the compared OMol25 structures with the same formula, charge and spin   52.7 kcal per mole
Max |F|   1.86 eV Å⁻¹

```
! RIJCOSX wB97M-V def2-TZVPD def2/J DEFGRID3
* xyz 0 1
C 2.72 1.87 2.53
C 2.29 1.74 1.12
C 1.93 0.62 0.52
C 1.43 0.44 -0.90
C 1.37 1.77 -1.68
C 2.64 2.27 -2.34
H 3.61 2.46 2.78
H 2.82 0.95 3.09
H 1.97 2.52 3.02
H 2.38 2.64 0.54
H 1.96 -0.29 1.11
H 2.17 -0.23 -1.33
H 0.44 -0.01 -0.95
H 0.47 1.76 -2.30
H 1.06 2.46 -0.88
H 3.41 2.44 -1.58
H 2.55 3.30 -2.69
H 2.92 1.54 -3.09
O -0.48 -1.59 -3.43
H -0.84 -0.74 -3.12
H -1.22 -2.19 -3.59
O -3.56 -2.85 0.77
H -3.57 -3.08 -0.18
H -2.59 -2.89 0.91
O 0.77 -2.85 3.15
H 1.28 -3.50 2.65
H 0.31 -3.30 3.87
O 2.96 -2.40 -0.43
H 2.09 -2.62 -0.80
H 3.48 -2.74 -1.17
O -3.46 -0.26 1.36
H -4.31 0.00 1.73
H -3.59 -1.15 0.95
O -1.23 2.78 1.76
H -1.28 1.91 2.15
H -0.95 3.47 2.35
O -0.84 -2.60 0.67
H -0.48 -2.98 1.50
H -0.22 -1.87 0.54
O -2.67 1.79 -0.52
H -2.84 0.98 0.00
H -2.11 2.53 -0.23
O -1.54 0.87 -2.82
H -2.27 1.05 -2.21
H -1.00 1.65 -2.81
*
```